Version one
Below is a 14-piece molecular cluster, H28O14 overall, with properties calculated with the ωB97M-V functional and the def2-TZVPD basis.

Computed properties:
HOMO-LUMO gap = 8.32 eV
LUMO level = -0.4 eV
charge = 0

The geometry in XYZ format:
```
42
H28O14 (the ωB97M-V functional and the def2-TZVPD basis)
H -0.9069 -0.2111 0.9253
H 0.4003 -0.9451 1.1753
H -0.8452 2.5302 1.1689
H -0.4675 1.6202 0.0116
H -2.9473 -3.2285 0.5056
H -2.7041 -1.7518 0.7706
H -0.7558 -3.1007 -2.3692
H -1.0221 -4.5967 -2.4011
H 2.5703 -0.9103 -2.3465
H 3.5238 0.0061 -3.0955
H 1.7128 -1.5145 -0.8688
H 2.7274 -1.4968 0.2627
H -0.7281 -0.6716 3.0787
H -0.0355 -2.0215 2.9891
H 2.6377 -0.9779 3.7293
H 2.0087 -1.9705 2.7654
H 2.4298 4.5250 0.7632
H 2.0088 3.2527 1.4803
H 0.6756 2.1151 -2.5749
H 1.2099 3.4823 -2.9692
H -2.0130 1.1567 -1.1000
H -0.9222 0.7339 -2.0703
H -5.3941 1.8050 -2.0722
H -4.5727 0.6640 -1.4948
H -3.1823 1.0665 1.6627
H -2.9590 0.9907 3.1642
H 3.8663 0.4308 -1.0236
H 2.5678 0.7370 -0.2953
O -0.0030 -0.0714 1.2294
O -0.4760 1.6613 0.9745
O -2.6100 -2.4272 0.0895
O -0.5955 -3.9119 -1.8739
O 3.1684 -0.8898 -3.1020
O 2.0244 -2.0342 -0.1192
O -0.5840 -1.4136 2.4806
O 2.6767 -1.9016 3.4568
O 2.1091 4.2021 1.6128
O 1.4357 2.6962 -2.4591
O -1.8284 1.0610 -2.0411
O -5.4573 1.0464 -1.4811
O -2.6302 1.4228 2.3678
O 2.9098 0.3448 -1.1066
```

Version two
Below is a 14-piece molecular cluster, H28O14 overall, with properties calculated with the ωB97M-V functional and the def2-TZVPD basis.

Computed properties:
HOMO-LUMO gap = 9.29 eV
LUMO level = -0.1 eV
charge = 0

The geometry in XYZ format:
```
42
H28O14 (the ωB97M-V functional and the def2-TZVPD basis)
O 2.3374 -2.3279 0.8774
H 3.2024 -1.9119 0.7114
H 2.0314 -2.0579 1.7604
O 1.0714 3.2641 1.2734
H 1.1054 2.5301 1.8824
H 0.1504 3.4621 1.3164
O -1.7006 -0.6199 -2.6566
H -2.2606 -1.4039 -2.7626
H -0.8606 -0.9019 -2.3076
O -3.6786 -0.4109 -0.8336
H -4.4756 -0.5519 -1.3666
H -3.0276 -0.2009 -1.4606
O 0.1934 -1.5349 3.0264
H 0.0864 -0.9919 2.1974
H 0.2174 -0.9709 3.7924
O -2.6076 0.6081 1.4594
H -1.7146 0.4711 1.0274
H -3.2726 0.3811 0.8204
O -1.5746 2.1611 -1.3076
H -1.8096 2.9521 -1.7576
H -0.8836 1.8681 -1.7846
O 2.5514 1.0621 0.5494
H 2.7754 1.9261 0.1964
H 3.1534 0.8781 1.2324
O 3.3214 -0.5719 -1.7576
H 4.2824 -0.6859 -1.6136
H 3.0674 0.0181 -1.0486
O 0.7534 1.3181 3.3024
H -0.1596 1.6271 3.4434
H 1.0554 1.3741 4.1894
O 0.6984 1.2311 -2.6826
H 0.4974 1.5711 -3.5606
H 1.0084 0.3501 -2.7696
O 0.8074 -1.8329 -1.9316
H 1.3124 -2.3769 -2.4806
H 1.3584 -1.9589 -1.1276
O -0.1376 -0.1659 0.6414
H 0.7244 0.2801 0.6544
H -0.3696 -0.4059 -0.2346
O -2.7486 -2.5679 0.4794
H -2.9366 -1.8439 -0.0726
H -3.5456 -3.0399 0.6824
```

Version three
Below is a 14-piece molecular cluster, H28O14 overall, with properties calculated with the ωB97M-V functional and the def2-TZVPD basis.

Computed properties:
HOMO-LUMO gap = 8.86 eV
LUMO level = -0.4 eV
charge = 0

The geometry in XYZ format:
```
42
H28O14 (the ωB97M-V functional and the def2-TZVPD basis)
H -0.3463 -0.7937 -0.2408
H 0.3992 0.4006 0.1819
H -2.7598 -3.4339 -2.6339
H -3.1715 -2.0227 -2.1056
H 1.2664 4.6249 -0.9303
H 0.2517 3.6162 -0.4643
H -4.6124 2.7949 0.0400
H -3.1164 3.1315 0.0479
H -1.5660 0.5528 5.0306
H -1.0835 -0.2566 3.9409
H 3.4510 3.4188 0.0211
H 4.8443 2.9279 0.5535
H -2.2910 0.3411 0.7501
H -3.6374 -0.3336 0.8797
H 2.6587 -3.9675 0.8995
H 1.2302 -4.4156 1.1199
H 2.4610 0.7080 0.9796
H 1.9978 -0.3282 1.9221
H -1.4258 0.9505 -1.6831
H -1.0422 -0.4985 -2.0604
H 2.7273 -1.8682 -0.7380
H 2.8155 -2.5307 -2.1235
H 3.3924 -1.7203 -4.3089
H 1.9127 -1.4176 -4.0784
H -0.7817 0.7413 2.3066
H -0.0676 2.0305 2.2567
H -1.9610 -1.6387 0.0532
H -2.3863 -2.3028 1.2850
O 0.4687 -0.2704 -0.4388
O -3.4254 -2.7625 -2.7181
O 1.1292 3.6747 -0.8858
O -3.7249 2.3778 0.1227
O -1.0536 0.6095 4.2385
O 4.1153 3.5705 0.7057
O -3.1116 0.2738 0.3312
O 1.8399 -3.9681 0.4156
O 2.4152 0.5246 1.9289
O -0.7690 0.4569 -2.1439
O 2.9184 -1.7129 -1.6595
O 2.7148 -1.4930 -3.6779
O -0.8595 1.6522 1.8380
O -1.8167 -1.6434 1.0426
```

What should be chosen as the most stable of them? Choose version two.

Version one
Below is an isolated ion of composition C2H8NO2 and charge +1, with properties calculated with the ωB97M-V functional and the def2-TZVPD basis.

Computed properties:
structure (SMILES) = CC([NH3+])(O)O
HOMO-LUMO gap = 12.12 eV
LUMO level = -3.9 eV
charge = +1

The geometry in XYZ format:
```
13
C2H8NO2 (the ωB97M-V functional and the def2-TZVPD basis)
C 1.3589 -0.0096 0.4927
C -0.1637 0.2015 -0.3364
N -1.0967 -0.7242 0.4091
O 0.0243 -0.2435 -1.6187
O -0.6641 1.4827 -0.3500
H 1.2256 -0.9279 1.0928
H 2.1411 -0.2316 -0.2743
H 1.4989 0.7697 1.2468
H -1.9122 -0.8740 -0.0647
H -1.2631 -0.4546 1.4856
H -0.5357 -1.5576 0.3856
H -0.5360 0.3512 -2.2318
H -0.0774 2.2178 -0.2369
```

Version two
Below is a 2-piece molecular cluster, C2H8NO2 overall, with properties calculated with the ωB97M-V functional and the def2-TZVPD basis.

Computed properties:
HOMO-LUMO gap = 11.25 eV
LUMO level = -4.0 eV
charge = +1

The geometry in XYZ format:
```
13
C2H8NO2 (the ωB97M-V functional and the def2-TZVPD basis)
O 1.6870 0.1939 0.9494
C 0.7961 -0.2496 1.7011
C -0.6251 -0.5394 1.1499
N -0.4299 -0.7588 -0.3836
H 0.9414 -0.2581 2.8466
H -1.3207 -1.3136 1.6552
H -1.1773 0.3518 1.2452
H -0.9186 -1.5656 -0.8727
H -0.6074 0.0955 -0.9541
H 0.6052 -0.7889 -0.4880
H 1.1063 1.5917 -2.5928
H -0.3739 1.9325 -2.2120
O 0.3167 1.3084 -2.0442
```

What should be chosen as the most stable of them? Choose version two.

Version one
Below is a 2-piece molecular cluster, C2H8NO2 overall, with properties calculated with the ωB97M-V functional and the def2-TZVPD basis.

Computed properties:
HOMO-LUMO gap = 11.38 eV
LUMO level = -3.6 eV
charge = +1

The geometry in XYZ format:
```
13
C2H8NO2 (the ωB97M-V functional and the def2-TZVPD basis)
C 2.3373 -0.9616 0.6305
N 1.2236 -0.1279 0.1439
H 2.9996 -0.5050 1.4861
H 2.0358 -1.9954 0.7636
H 2.8910 -1.1926 -0.3706
H 0.3335 -0.1695 0.7590
H 0.9196 -0.4673 -0.8625
H 1.4714 0.8589 0.0714
O -1.3830 0.5158 -0.5523
C -2.4400 0.9672 -0.7253
O -3.3721 0.5646 0.1482
H -2.7012 1.9552 -1.3738
H -4.3156 0.5575 -0.1183
```

Version two
Below is a 2-piece molecular cluster, C2H8NO2 overall, with properties calculated with the ωB97M-V functional and the def2-TZVPD basis.

Computed properties:
HOMO-LUMO gap = 12.17 eV
LUMO level = -3.4 eV
charge = +1

The geometry in XYZ format:
```
13
C2H8NO2 (the ωB97M-V functional and the def2-TZVPD basis)
C 2.2807 0.1325 -0.2924
N 1.1568 -0.3400 0.6237
H 2.5636 1.1221 0.0737
H 3.0839 -0.5817 -0.2056
H 1.7915 0.3448 -1.2387
H 0.2257 0.0370 0.3133
H 1.2572 -0.0705 1.5971
H 1.0405 -1.3469 0.5441
O -1.4385 -0.3182 0.0601
C -2.4977 0.2637 0.0691
O -3.5273 -0.1101 -0.6892
H -2.6962 1.0931 0.7526
H -3.2402 -0.2259 -1.6079
```

What should be chosen as the most stable of them? Choose version two.

Version one
Below is one molecule with the formula C3H3NO, with properties calculated with the ωB97M-V functional and the def2-TZVPD basis.

Computed properties:
HOMO-LUMO gap = 9.21 eV
LUMO level = 0.5 eV
charge = 0

The geometry in XYZ format:
```
8
C3H3NO (the ωB97M-V functional and the def2-TZVPD basis)
C -0.2333 -0.1997 0.7865
C 0.1420 1.2907 -0.3135
C -0.3274 -0.8428 1.9679
N 0.3906 0.7998 -1.4772
O -0.3842 -1.4343 2.9700
H -0.5912 -0.8855 0.0196
H 0.4109 -0.1880 -1.7344
H 0.5927 1.4598 -2.2190
```

Version two
Below is one molecule with the formula C3H3NO, with properties calculated with the ωB97M-V functional and the def2-TZVPD basis.

Computed properties:
structure (SMILES) = C=C=CN=O
HOMO-LUMO gap = 9.12 eV
LUMO level = -0.5 eV
charge = 0

The geometry in XYZ format:
```
8
C3H3NO (the ωB97M-V functional and the def2-TZVPD basis)
C -1.1583 0.2084 -0.0552
C -0.3330 -0.6751 -0.5921
C 0.9671 -0.6885 -0.3691
N 1.3953 0.2925 0.6099
O 0.5403 0.9699 1.1177
H -1.3468 1.1231 -0.5805
H -1.8226 -0.0272 0.7389
H 1.7581 -1.2031 -0.8696
```

Version three
Below is one molecule with the formula C3H3NO, with properties calculated with the ωB97M-V functional and the def2-TZVPD basis.

Computed properties:
HOMO-LUMO gap = 9.66 eV
LUMO level = -0.3 eV
charge = 0

The geometry in XYZ format:
```
8
C3H3NO (the ωB97M-V functional and the def2-TZVPD basis)
C 0.4020 0.3965 -1.1915
C -0.0289 0.5995 0.2063
O 0.1338 -0.6130 0.8213
C -0.5469 -0.6656 1.9475
N -1.2083 -0.7673 2.8889
H 1.1304 -0.4009 -1.3845
H -0.5595 0.0983 -1.6513
H 0.6774 1.3525 -1.6367
```

Version four
Below is one molecule with the formula C3H3NO, with properties calculated with the ωB97M-V functional and the def2-TZVPD basis.

Computed properties:
structure (SMILES) = c1cnoc1
HOMO-LUMO gap = 10.94 eV
LUMO level = 1.0 eV
charge = 0

The geometry in XYZ format:
```
8
C3H3NO (the ωB97M-V functional and the def2-TZVPD basis)
C -0.8054 0.1013 -0.0910
C 0.1818 -0.9940 -0.2379
N 1.3556 -0.7045 0.0815
O 1.4542 0.5277 0.2677
C -0.0023 1.1984 0.3289
H -1.8310 -0.1740 -0.2546
H 0.0479 -2.1464 -0.5990
H -0.4008 2.1915 0.5045
```

What should be chosen as the most stable of them? Choose version four.

Version one
Below is one molecule with the formula C3H3NO, with properties calculated with the ωB97M-V functional and the def2-TZVPD basis.

Computed properties:
structure (SMILES) = N=C=C1CO1
HOMO-LUMO gap (spin up / spin down) = 7.88 / 8.15 eV
LUMO level (spin up / spin down) = -0.8 / -0.7 eV
charge = 0

The geometry in XYZ format:
```
8
C3H3NO (the ωB97M-V functional and the def2-TZVPD basis)
N -0.2145 0.0744 -2.6033
C 0.4494 0.3189 -1.6142
C -0.2622 0.4914 -0.4778
C -0.7543 -0.5402 0.4054
O 0.4436 0.1510 0.6438
H 0.2163 -0.1600 -3.4320
H -1.6028 -0.1466 0.9819
H -1.0687 -1.4460 -0.0870
```

Version two
Below is one molecule with the formula C3H3NO, with properties calculated with the ωB97M-V functional and the def2-TZVPD basis.

Computed properties:
HOMO-LUMO gap (spin up / spin down) = 8.18 / 8.18 eV
LUMO level (spin up / spin down) = -0.2 / -0.2 eV
charge = 0

The geometry in XYZ format:
```
8
C3H3NO (the ωB97M-V functional and the def2-TZVPD basis)
C 2.2210 0.9355 -0.0751
C -0.0638 -0.2269 -0.1151
C -1.7686 -0.3142 -0.1069
N 1.0670 0.4815 -0.0043
O -2.5201 0.5734 0.1306
H 2.8724 1.1797 0.7326
H 0.2039 -1.2770 -0.2357
H -2.0119 -1.3520 -0.3262
```

What should be chosen as the most stable of them? Choose version two.